{
  "formula": "C83H182B3Cl2F12N9O6",
  "method": "ωB97M-V with the def2-TZVPD basis set",
  "multiplicity": 2,
  "largest_force_ev_per_a": 10.6,
  "mol_weight_g_mol": 1733.74,
  "total_energy_ev": -174391.0075,
  "charge": 3,
  "elements": ["C", "C", "C", "N", "C", "C", "C", "C", "C", "C", "H", "H", "H", "H", "H", "H", "H", "H", "H", "H", "H", "H", "H", "H", "H", "H", "H", "H", "H", "H", "C", "C", "C", "N", "C", "C", "C", "C", "C", "C", "H", "H", "H", "H", "H", "H", "H", "H", "H", "H", "H", "H", "H", "H", "H", "H", "H", "H", "H", "H", "C", "C", "C", "N", "C", "C", "C", "C", "C", "C", "H", "H", "H", "H", "H", "H", "H", "H", "H", "H", "H", "H", "H", "H", "H", "H", "H", "H", "H", "H", "C", "C", "C", "N", "C", "C", "C", "C", "C", "C", "H", "H", "H", "H", "H", "H", "H", "H", "H", "H", "H", "H", "H", "H", "H", "H", "H", "H", "H", "H", "C", "C", "C", "N", "C", "C", "C", "C", "C", "C", "H", "H", "H", "H", "H", "H", "H", "H", "H", "H", "H", "H", "H", "H", "H", "H", "H", "H", "H", "H", "C", "C", "C", "N", "C", "C", "C", "C", "C", "C", "H", "H", "H", "H", "H", "H", "H", "H", "H", "H", "H", "H", "H", "H", "H", "H", "H", "H", "H", "H", "C", "C", "C", "N", "C", "C", "C", "C", "C", "C", "H", "H", "H", "H", "H", "H", "H", "H", "H", "H", "H", "H", "H", "H", "H", "H", "H", "H", "H", "H", "C", "C", "C", "N", "C", "C", "C", "C", "C", "C", "H", "H", "H", "H", "H", "H", "H", "H", "H", "H", "H", "H", "H", "H", "H", "H", "H", "H", "H", "H", "C", "C", "C", "N", "C", "C", "C", "C", "C", "C", "H", "H", "H", "H", "H", "H", "H", "H", "H", "H", "H", "H", "H", "H", "H", "H", "H", "H", "H", "H", "Cl", "Cl", "B", "F", "F", "F", "F", "B", "F", "F", "F", "F", "B", "F", "F", "F", "F", "O", "C", "O", "O", "H", "O", "C", "O", "O", "H"],
  "positions_angstrom": [[-12.68197, -2.31272, 13.50606], [-13.35588, -1.91362, 14.83438], [-13.49628, -0.36284, 14.91184], [-13.86193, 0.22403, 16.33430], [-15.13166, -0.51306, 16.87583], [-15.80906, 0.30581, 18.06856], [-15.97949, 1.75663, 17.70680], [-14.73837, 2.43493, 17.33485], [-14.24146, 1.73051, 16.12619], [-12.77676, 0.08644, 17.36173], [-13.33661, -2.08639, 12.66443], [-12.36343, -3.35455, 13.47112], [-11.81403, -1.69638, 13.27178], [-12.62514, -2.34090, 15.52108], [-14.40688, -2.18048, 14.94521], [-14.24930, -0.01787, 14.20328], [-12.55602, 0.18784, 14.88444], [-15.86023, -0.40228, 16.07269], [-14.85606, -1.54550, 17.09083], [-16.73820, -0.13377, 18.43128], [-15.38769, 0.11609, 19.05575], [-16.70698, 1.83238, 16.89864], [-16.44150, 2.30540, 18.52746], [-14.84894, 3.50152, 17.13928], [-13.99545, 2.53701, 18.12589], [-14.86515, 1.79800, 15.23482], [-13.32348, 2.17002, 15.73598], [-13.18524, 0.48846, 18.28889], [-11.99576, 0.76168, 17.01217], [-12.51244, -0.96879, 17.43042], [-17.61283, -3.88280, 22.52631], [-16.15442, -3.72343, 22.01993], [-15.88707, -4.68548, 20.81777], [-14.47042, -4.42212, 20.15323], [-14.11196, -2.87884, 19.85047], [-13.36165, -2.11540, 20.98008], [-12.17639, -2.92254, 21.49525], [-12.66048, -4.23589, 21.94404], [-13.27438, -5.17407, 20.82908], [-14.42813, -5.08868, 18.69839], [-17.72371, -4.70114, 23.23773], [-18.42213, -3.92530, 21.79739], [-17.80638, -2.94957, 23.05521], [-15.56303, -4.00831, 22.89011], [-15.79148, -2.70597, 21.87451], [-16.51277, -4.43933, 19.95986], [-16.04181, -5.76143, 20.89827], [-15.04127, -2.51288, 19.41394], [-13.34951, -2.82976, 19.07307], [-13.95036, -1.67123, 21.78272], [-12.91485, -1.21302, 20.56273], [-11.93993, -2.44561, 22.44642], [-11.37902, -2.75441, 20.77135], [-13.30501, -4.08349, 22.80974], [-11.76131, -4.79273, 22.20773], [-13.80125, -6.05820, 21.18800], [-12.52413, -5.42393, 20.07888], [-15.05193, -4.48244, 18.04154], [-14.79610, -6.09135, 18.91599], [-13.39350, -5.07890, 18.35553], [-18.81969, -0.61788, 7.74480], [-18.62170, -1.71031, 8.81120], [-18.68914, -1.29942, 10.20539], [-18.61097, -2.48180, 11.23465], [-17.12066, -2.80155, 11.47738], [-16.79175, -3.82592, 12.63325], [-17.25646, -3.12878, 13.92103], [-18.76046, -2.79439, 13.88717], [-19.27185, -1.97922, 12.60343], [-19.20499, -3.81259, 10.78352], [-18.08470, 0.12242, 8.06078], [-19.82474, -0.20811, 7.84518], [-18.66599, -0.85368, 6.69177], [-17.71121, -2.30841, 8.77426], [-19.36663, -2.46491, 8.55868], [-19.60662, -0.72255, 10.32184], [-17.94582, -0.56897, 10.52479], [-16.55163, -1.88610, 11.63947], [-16.67161, -3.23660, 10.58453], [-15.74118, -4.11138, 12.57913], [-17.33051, -4.77301, 12.60391], [-16.64600, -2.22840, 13.99006], [-17.12146, -3.74581, 14.80937], [-19.13095, -2.29124, 14.78029], [-19.38168, -3.68642, 13.96756], [-19.03618, -0.91602, 12.55695], [-20.35900, -1.94738, 12.67556], [-20.27046, -3.77492, 10.55667], [-19.15236, -4.49337, 11.63315], [-18.63476, -4.17246, 9.92712], [-14.41970, -1.06821, 9.69786], [-13.15775, -0.30490, 9.16919], [-11.93997, -0.40120, 10.14241], [-10.65843, 0.28709, 9.49694], [-10.31176, -0.12117, 8.01892], [-10.00405, -1.61782, 7.96415], [-8.84221, -1.94900, 8.96076], [-9.05947, -1.48336, 10.39397], [-9.52961, -0.02759, 10.44399], [-10.86007, 1.78303, 9.45731], [-14.27461, -2.13077, 9.89280], [-15.27370, -1.10165, 9.02135], [-14.80274, -0.61974, 10.61452], [-13.42187, 0.71335, 8.88367], [-12.95908, -0.90971, 8.28441], [-11.76615, -1.47682, 10.17278], [-12.05577, -0.01418, 11.15479], [-11.15374, 0.03722, 7.34507], [-9.42985, 0.37200, 7.61011], [-10.86157, -2.24451, 8.20915], [-9.60956, -1.88539, 6.98390], [-8.58834, -2.98825, 8.75193], [-7.92028, -1.47675, 8.62145], [-9.66753, -2.13390, 11.02258], [-8.12767, -1.56028, 10.95428], [-9.90835, 0.21901, 11.43588], [-8.67090, 0.57010, 10.13825], [-10.99518, 2.16237, 10.47020], [-11.74672, 1.92867, 8.84027], [-9.95811, 2.30225, 9.13331], [-11.49553, 5.82963, 20.45800], [-11.12688, 5.27854, 19.10036], [-9.72180, 4.60882, 19.07739], [-9.30277, 3.97622, 17.67915], [-7.84838, 3.38563, 17.72668], [-6.83593, 4.53077, 17.79012], [-7.13729, 5.75069, 16.85208], [-8.59495, 6.17061, 16.74915], [-9.48154, 4.99896, 16.47776], [-10.24515, 2.81941, 17.27839], [-11.43346, 5.05750, 21.22485], [-12.54525, 6.11661, 20.39618], [-10.83221, 6.63243, 20.77989], [-11.30901, 5.92910, 18.24496], [-11.77010, 4.41967, 18.90877], [-9.52761, 3.82819, 19.81292], [-9.04327, 5.41589, 19.35370], [-7.73115, 2.79959, 18.63823], [-7.72823, 2.69751, 16.88993], [-6.82113, 4.94862, 18.79674], [-5.82484, 4.25099, 17.49428], [-6.54572, 6.57191, 17.25676], [-6.71048, 5.57622, 15.86441], [-8.80472, 6.64740, 17.70663], [-8.75550, 6.98362, 16.04110], [-10.49294, 5.40317, 16.43550], [-9.22021, 4.39121, 15.61147], [-10.27894, 2.21697, 18.18615], [-9.87157, 2.28596, 16.40434], [-11.26968, 3.13686, 17.08433], [-17.46722, -0.00514, 22.15721], [-18.59497, 0.35586, 23.10325], [-18.37609, -0.10091, 24.55241], [-19.40401, 0.43475, 25.60596], [-20.68493, -0.34872, 25.12677], [-21.84220, -0.05001, 26.17197], [-21.50024, -0.28381, 27.61300], [-20.12327, 0.25026, 27.97733], [-18.98331, -0.08633, 26.98288], [-19.51335, 1.98228, 25.50926], [-17.82834, 0.15780, 21.14176], [-16.92871, -0.94950, 22.23655], [-16.68912, 0.74992, 22.26920], [-19.55128, 0.02035, 22.70199], [-18.84167, 1.41737, 23.08235], [-17.37950, 0.17989, 24.89307], [-18.40036, -1.18699, 24.64156], [-20.54656, -1.42890, 25.08034], [-20.94172, 0.18914, 24.21416], [-22.67457, -0.70413, 25.91238], [-22.21884, 0.95769, 25.99659], [-21.57692, -1.29477, 28.01321], [-22.20723, 0.16474, 28.31090], [-19.83470, -0.12239, 28.96017], [-20.28270, 1.31642, 28.13854], [-18.66437, -1.12863, 26.98330], [-18.12928, 0.55049, 27.21351], [-19.88153, 2.33085, 24.54435], [-18.48406, 2.28908, 25.69508], [-20.15414, 2.40716, 26.28189], [-9.87958, -9.61101, 14.77953], [-9.70357, -8.14141, 14.73623], [-9.15698, -7.85117, 13.29596], [-8.40147, -6.40580, 13.30070], [-7.17156, -6.31558, 14.22265], [-6.34438, -5.01279, 14.01388], [-5.95939, -4.94794, 12.56167], [-7.18982, -4.94728, 11.62274], [-7.96177, -6.24858, 11.82879], [-9.39994, -5.26356, 13.67733], [-10.70216, -9.85488, 14.10724], [-10.20349, -9.87005, 15.78754], [-8.93755, -10.08157, 14.49801], [-8.99440, -7.85217, 15.51181], [-10.58503, -7.52790, 14.92261], [-9.99076, -7.65358, 12.62228], [-8.48711, -8.66340, 13.01372], [-6.55571, -7.21492, 14.21846], [-7.59792, -6.38250, 15.22358], [-5.49933, -5.16288, 14.68580], [-6.77463, -4.10311, 14.43276], [-5.20070, -5.65578, 12.22783], [-5.34114, -4.07151, 12.36737], [-6.74420, -4.85052, 10.63271], [-7.83488, -4.07184, 11.69750], [-7.24944, -7.06919, 11.74339], [-8.78817, -6.28472, 11.11895], [-8.86990, -4.31195, 13.63747], [-9.65416, -5.52546, 14.70441], [-10.24057, -5.17218, 12.98951], [-18.02430, 4.87194, 15.47203], [-16.86235, 4.41979, 14.61448], [-16.37430, 5.46695, 13.63526], [-14.95386, 5.20406, 12.95436], [-14.64850, 6.25624, 11.86270], [-15.48165, 6.02567, 10.60855], [-15.35449, 4.53502, 10.10497], [-15.66672, 3.50575, 11.22134], [-14.77387, 3.79153, 12.45907], [-13.89277, 5.52941, 14.06133], [-18.37300, 4.11391, 16.17338], [-18.88147, 4.92418, 14.80074], [-17.82724, 5.75615, 16.07821], [-17.30305, 3.59647, 14.05231], [-16.04178, 3.95963, 15.16495], [-16.27704, 6.41428, 14.16555], [-17.16628, 5.58465, 12.89565], [-14.74895, 7.26383, 12.26616], [-13.57964, 6.18872, 11.65999], [-16.53559, 6.25880, 10.76009], [-14.92300, 6.68744, 9.94667], [-16.21738, 4.39059, 9.45485], [-14.45510, 4.27124, 9.54854], [-16.69007, 3.39039, 11.57847], [-15.36877, 2.49406, 10.94600], [-15.09709, 3.20408, 13.31845], [-13.69386, 3.64829, 12.49326], [-12.90642, 5.15563, 13.78657], [-14.07976, 4.82392, 14.87091], [-13.69431, 6.57395, 14.30145], [-13.42580, 5.26505, 24.48662], [-14.81778, 5.55491, 24.00364], [-15.06057, 4.90199, 22.59149], [-16.47841, 5.18211, 21.97327], [-17.59318, 4.45193, 22.87023], [-18.91509, 4.29378, 22.04567], [-18.69109, 3.78680, 20.52803], [-17.71530, 4.72957, 19.81547], [-16.39354, 4.71533, 20.45082], [-16.79418, 6.71127, 21.95561], [-13.22380, 5.84409, 25.38773], [-12.59834, 5.51079, 23.82101], [-13.31963, 4.24496, 24.85573], [-14.93970, 6.62615, 23.84334], [-15.44271, 5.19286, 24.82003], [-14.91488, 3.82214, 22.61959], [-14.33202, 5.26811, 21.86811], [-17.06630, 3.55243, 23.18865], [-17.81952, 5.02440, 23.76975], [-19.57093, 3.58313, 22.54860], [-19.54144, 5.18502, 22.08386], [-18.44199, 2.73210, 20.64492], [-19.72318, 3.85130, 20.18346], [-17.63601, 4.23783, 18.84593], [-18.16633, 5.72115, 19.77758], [-15.93971, 3.72433, 20.44309], [-15.64463, 5.34836, 19.97490], [-16.01266, 7.17570, 21.35425], [-16.83958, 7.14660, 22.95387], [-17.80808, 6.82311, 21.57143], [-11.32123, 2.70966, 13.65303], [-16.67358, 0.74412, 13.00005], [-10.90687, -4.27373, 16.98949], [-10.47271, -4.79752, 18.18680], [-9.86549, -3.80620, 16.23838], [-11.62520, -5.12329, 16.34717], [-11.68006, -3.21875, 17.35342], [-12.93506, 2.68017, 20.72450], [-11.98858, 3.00968, 21.70513], [-12.15672, 2.17330, 19.68867], [-13.80234, 1.67640, 21.12168], [-13.63794, 3.80676, 20.28522], [-18.40087, -3.87498, 17.66277], [-18.10805, -5.00184, 18.38534], [-17.12088, -3.35130, 17.27159], [-19.21550, -4.12515, 16.57328], [-18.88924, -3.07228, 18.65780], [-8.74133, 0.07769, 14.36267], [-8.82349, -0.79573, 15.30730], [-9.79630, -0.80893, 16.02104], [-7.81597, -1.33825, 15.80789], [-9.62232, 0.39796, 14.56977], [-11.28823, -3.65004, 11.04968], [-12.00258, -4.70644, 10.85910], [-13.01302, -4.24914, 10.40701], [-11.54668, -5.86990, 10.94791], [-12.17065, -3.47057, 10.71693]],
  "forces_ev_per_angstrom": [[-0.92, 0.69, -0.61], [0.77, 1.54, -0.30], [1.34, 0.11, 1.87], [-2.91, -0.37, 0.27], [-0.44, 2.04, 0.59], [0.62, -1.63, 0.28], [-1.85, 0.22, 1.32], [1.17, 0.58, -0.15], [2.45, -0.83, -1.41], [-0.74, 0.57, -0.84], [-0.26, -0.41, -0.22], [-0.24, 0.10, 0.10], [0.35, 0.03, 0.49], [-0.80, 0.22, 0.96], [0.33, -1.23, -0.05], [-0.01, 0.26, 0.09], [0.26, -0.25, -1.29], [0.11, -0.60, -0.30], [-0.19, 0.15, 0.01], [-0.77, -0.28, -1.41], [1.54, 0.63, -0.07], [-0.01, -0.04, -0.32], [-0.22, -0.17, 0.40], [-0.52, 0.13, -0.63], [0.11, -0.81, 0.23], [-0.74, -0.43, 0.32], [0.44, 0.01, 0.14], [0.25, -0.23, 0.03], [0.40, -0.48, 0.20], [0.37, 0.16, -0.02], [0.17, 1.13, 0.01], [-0.18, -2.14, 0.18], [1.45, 2.24, -1.47], [1.94, -0.09, -1.99], [0.20, -0.95, 0.99], [-0.65, 0.65, -0.51], [-1.24, 2.10, 0.29], [0.75, -3.21, -1.16], [-1.52, 2.33, 1.23], [-0.65, 0.84, 1.78], [0.11, -0.04, -0.18], [0.39, -0.24, -0.44], [-0.24, -0.01, 0.45], [0.31, -0.37, -0.06], [-0.63, -0.04, -0.75], [-0.53, 0.31, 0.20], [0.42, 0.06, 0.75], [-0.04, 0.40, 0.43], [-0.16, -0.93, -0.42], [-0.43, -0.59, 0.19], [-0.27, 0.11, -0.62], [0.75, 0.36, -0.22], [0.27, -1.04, 0.18], [-0.06, -0.36, -0.09], [-0.13, -0.25, 0.75], [0.65, -0.16, 0.34], [-0.12, 0.19, 0.09], [-0.31, -0.39, 0.05], [-0.06, 0.01, -0.67], [-0.17, 0.01, 0.06], [0.85, 0.47, 1.40], [0.15, -2.34, -2.20], [-1.18, 0.65, 1.79], [-0.44, -0.13, 0.67], [0.87, -1.21, 0.29], [-1.67, 1.08, 0.14], [-0.02, -0.08, 0.14], [-0.40, 0.65, -1.65], [1.49, -0.19, 0.67], [-0.31, 0.52, 0.35], [-0.15, 0.68, -0.59], [0.05, 0.13, 0.05], [0.16, -0.52, 0.33], [0.56, 0.33, -0.99], [-0.37, -0.11, 0.48], [-0.50, -0.48, 0.68], [0.49, -0.31, -0.01], [-0.50, 0.26, 0.39], [-0.61, 0.10, -0.48], [0.11, 0.48, 0.08], [-0.10, -0.03, -0.65], [-0.20, 0.29, 0.40], [0.29, 0.06, 0.00], [0.47, 0.55, -0.06], [0.28, -0.46, -0.37], [0.73, -0.10, 0.62], [-0.15, -0.80, -1.09], [0.11, 0.61, -0.22], [0.38, 0.08, -0.19], [-0.12, -0.07, 0.22], [-0.07, 0.36, 0.78], [-0.78, -1.05, 0.61], [-0.36, -0.28, -2.56], [-0.17, 0.28, -0.39], [-0.62, -1.97, 0.49], [1.25, 0.09, 1.34], [-0.09, 0.02, -1.00], [-0.28, -0.69, 0.54], [0.54, -0.66, -0.38], [-0.16, -0.45, 0.73], [0.72, -0.01, 0.14], [0.24, 0.58, -0.51], [0.02, 0.09, 0.20], [-0.01, -0.05, 0.04], [0.63, 0.48, -0.28], [0.61, 0.16, 0.38], [-0.01, 0.35, -0.24], [-0.15, 0.66, 0.48], [-0.10, 0.67, 0.74], [-0.11, 0.05, -0.15], [-0.42, 0.13, -0.17], [-0.30, -0.32, 0.96], [0.00, 0.55, -0.31], [-0.65, -0.07, -0.59], [0.38, 0.47, -0.19], [0.32, 0.33, -0.03], [-0.21, 0.48, 0.17], [-0.46, -0.24, 0.18], [0.37, 0.48, 0.01], [-0.11, -0.37, -0.62], [0.25, -0.02, 0.10], [0.32, -2.66, -0.57], [0.40, 0.78, -0.99], [-1.26, 0.17, -0.87], [-0.41, 1.16, 0.21], [-0.60, 1.30, -0.87], [0.66, -0.21, -0.15], [1.13, 0.34, 0.41], [0.75, -0.24, 1.62], [0.40, 0.22, 1.66], [0.02, -0.09, -0.18], [0.14, 0.43, 0.22], [-0.26, 0.34, -0.13], [0.43, 0.47, 0.30], [-0.52, 0.16, 0.06], [-0.68, -0.18, -0.07], [0.60, -0.25, -0.51], [-0.52, -0.09, 0.00], [-0.16, 0.34, -0.20], [0.18, -0.34, 0.15], [-0.12, -0.55, 0.44], [-0.03, 0.11, -0.04], [-0.14, -0.23, -0.16], [-0.63, -0.14, 0.10], [0.13, -0.24, -0.35], [-0.22, -0.98, 0.04], [-0.16, 0.32, -0.20], [-0.05, -0.48, -0.30], [0.16, 0.25, 0.14], [0.29, 0.47, -0.06], [0.65, 1.37, -0.35], [-1.24, -0.27, 0.52], [0.24, 0.57, 0.34], [-0.15, -2.22, -2.28], [-1.49, 2.57, 2.56], [-0.03, -0.63, -1.31], [0.57, -0.50, 1.38], [0.19, -0.14, 0.35], [-0.95, 2.42, 0.33], [0.36, -1.33, 0.77], [0.04, -0.46, -0.11], [-0.71, -0.22, 0.20], [0.31, 0.06, 0.08], [0.08, -0.90, 0.12], [0.90, 0.36, -0.01], [0.04, 0.35, 0.08], [-0.20, 0.05, -0.05], [0.65, 0.31, -0.32], [-0.08, -0.85, -0.16], [-0.05, 0.01, -0.24], [0.14, 0.15, 0.13], [0.12, -0.62, -0.98], [-0.21, 0.59, -0.40], [0.10, -0.09, -0.03], [0.73, 0.24, -0.28], [-0.37, 0.03, -0.48], [0.25, -0.29, 0.25], [0.13, -0.49, 0.06], [-0.09, 0.33, -0.17], [0.05, -0.43, 0.01], [-1.16, -0.29, 0.60], [1.03, 1.32, -1.23], [-0.09, 2.71, 2.39], [-0.64, -0.36, -1.93], [-1.38, 0.65, 0.75], [0.09, -1.80, 0.65], [0.37, 1.71, -0.65], [1.14, -0.28, 0.35], [0.89, 0.63, 0.60], [1.07, -1.13, 0.39], [0.21, -0.55, -0.16], [0.20, -0.51, -0.07], [-0.27, -0.41, 0.16], [0.25, 0.10, -0.13], [-0.23, -0.37, -0.04], [0.20, -0.34, -0.27], [0.25, 0.57, -0.40], [0.01, -0.03, -1.00], [-0.04, 0.50, 0.08], [0.40, -0.06, -0.23], [-0.61, -0.11, -0.42], [-0.52, -0.98, 0.31], [-0.38, 0.68, 0.15], [-0.45, -0.54, -0.35], [0.00, 0.03, 0.43], [-0.19, -0.16, -0.61], [-0.36, -0.45, 0.52], [0.11, -0.29, 0.27], [-0.38, 0.57, -0.25], [0.04, -0.71, -0.11], [-0.27, -0.09, 0.19], [0.23, -1.43, -0.38], [0.62, 0.28, -0.25], [0.27, 2.74, 1.76], [-0.68, -0.95, 0.42], [1.72, -1.26, 0.24], [-2.14, 0.10, 0.63], [2.41, 0.29, 1.03], [-0.77, 0.19, 1.11], [0.20, -2.00, -0.60], [0.49, -0.36, 0.04], [-0.15, 0.90, 0.15], [-0.23, 0.33, -0.34], [0.44, -0.34, -0.25], [0.06, 0.24, 0.31], [0.28, 0.16, -0.23], [0.48, 0.09, -0.44], [-0.52, -0.13, 0.30], [0.01, -0.52, -0.12], [0.20, 0.34, -0.22], [-0.93, 0.18, -0.70], [0.32, 0.17, -0.68], [0.12, 0.32, 0.27], [-0.14, 0.41, -0.33], [-0.17, -0.02, -0.28], [-0.22, -0.40, -0.25], [0.13, -0.20, -1.06], [-0.02, -0.16, -0.92], [-0.47, 0.68, 0.48], [-1.13, 0.02, 0.02], [1.06, 0.01, 0.89], [-0.12, -0.21, -1.61], [-0.79, 0.56, 0.93], [0.10, 0.73, 0.79], [0.23, 0.55, -2.01], [1.01, -0.83, -0.58], [-1.18, 1.28, 3.32], [-1.61, -1.51, -0.32], [0.74, -0.06, 1.94], [0.04, -1.43, 0.18], [-0.15, 0.27, 0.03], [-0.24, -0.19, -0.33], [0.04, -0.22, -0.48], [-0.09, 0.05, 0.44], [-0.67, 0.11, -0.42], [-0.28, -0.07, -0.08], [-0.12, 0.18, 0.13], [-0.45, -0.34, -0.30], [0.52, 0.40, -0.18], [0.22, -0.34, 0.14], [0.47, 0.43, -0.20], [0.54, 0.04, -0.64], [0.27, -0.11, -0.79], [0.30, 0.80, -0.50], [0.08, -0.07, -0.45], [-0.14, -0.08, 0.31], [-0.15, 0.26, 0.23], [-0.32, 0.13, 0.00], [0.40, -0.39, 0.04], [0.33, 0.07, -0.41], [-0.02, -0.09, 0.18], [0.15, 0.04, 0.10], [2.11, 1.65, 2.07], [0.95, -1.11, 1.49], [1.59, 0.42, -1.05], [-2.81, -3.79, -2.94], [-2.14, 2.95, 0.71], [1.45, -0.71, 0.19], [-0.64, 0.36, 0.70], [0.20, -0.21, -1.36], [-0.80, -0.03, 0.50], [-0.44, 0.37, -0.12], [1.16, -0.33, 0.42], [0.51, -2.54, 0.19], [0.14, 0.50, -0.63], [-0.03, 0.40, 0.01], [-1.34, 2.21, 0.34], [0.35, 0.00, -1.73], [2.16, 0.77, 1.74], [-2.56, -0.99, 1.48], [1.05, -1.34, -0.24], [-1.19, 1.84, -1.39], [8.08, 2.19, 3.47], [5.11, -9.30, 0.50], [-9.71, -1.17, -3.17], [-0.64, 0.70, 0.70], [-2.62, 7.60, -1.36]],
  "mulliken_spin": [0.0056, -0.0029, 0.0010, -0.0033, 0.0000, 0.0021, -0.0006, 0.0004, 0.0062, 0.0311, 0.0004, 0.0007, -0.0026, -0.0054, 0.0001, 0.0007, 0.0069, -0.0012, 0.0014, -0.0002, -0.0018, -0.0001, -0.0005, 0.0008, -0.0028, -0.0019, -0.0001, 0.0011, -0.0177, -0.0041, -0.0005, -0.0001, -0.0001, -0.0004, -0.0005, 0.0004, 0.0002, 0.0001, -0.0001, 0.0002, 0.0000, 0.0000, 0.0002, -0.0001, 0.0005, -0.0004, 0.0001, -0.0005, 0.0005, 0.0003, -0.0003, 0.0000, 0.0000, 0.0000, 0.0000, 0.0000, -0.0001, 0.0001, 0.0000, -0.0002, 0.0000, -0.0001, -0.0005, 0.0010, -0.0015, 0.0002, 0.0011, 0.0000, -0.0004, 0.0000, 0.0000, 0.0000, 0.0000, 0.0000, 0.0000, -0.0001, 0.0004, 0.0009, -0.0002, -0.0002, 0.0000, -0.0012, 0.0002, 0.0000, 0.0001, 0.0001, 0.0000, 0.0000, 0.0000, 0.0000, 0.0001, -0.0003, 0.0005, -0.0001, -0.0001, 0.0000, -0.0001, 0.0013, 0.0024, 0.0006, -0.0002, -0.0001, 0.0004, -0.0001, -0.0001, 0.0003, -0.0004, 0.0000, -0.0001, 0.0002, -0.0001, 0.0000, -0.0001, 0.0001, -0.0002, -0.0035, 0.0005, -0.0004, 0.0000, 0.0000, 0.0005, 0.0002, -0.0001, -0.0031, 0.0004, 0.0002, 0.0001, 0.0004, 0.0010, 0.0030, -0.0001, 0.0000, 0.0001, 0.0002, -0.0001, -0.0001, 0.0003, 0.0000, -0.0002, 0.0000, 0.0000, 0.0000, 0.0000, 0.0000, 0.0000, 0.0007, -0.0012, -0.0002, -0.0008, 0.0014, 0.0005, -0.0004, 0.0002, -0.0003, 0.0002, 0.0000, 0.0000, 0.0000, 0.0002, 0.0001, 0.0000, 0.0001, 0.0000, 0.0000, -0.0002, 0.0000, 0.0002, 0.0000, -0.0001, 0.0000, 0.0000, 0.0000, 0.0000, 0.0000, 0.0000, 0.0000, 0.0000, 0.0000, 0.0000, -0.0001, 0.0000, -0.0001, -0.0001, 0.0003, 0.0003, -0.0019, -0.0003, -0.0002, 0.0002, 0.0011, 0.0000, 0.0000, 0.0000, 0.0000, 0.0002, 0.0000, 0.0000, 0.0001, 0.0000, 0.0000, 0.0016, -0.0001, 0.0000, 0.0000, 0.0001, 0.0000, 0.0000, -0.0002, -0.0004, -0.0003, -0.0004, 0.0013, -0.0022, 0.0009, 0.0002, 0.0001, -0.0003, -0.0004, 0.0003, -0.0010, 0.0001, 0.0000, 0.0000, -0.0001, 0.0003, 0.0000, -0.0003, 0.0001, 0.0000, 0.0000, 0.0000, 0.0001, -0.0001, 0.0001, 0.0003, -0.0017, 0.0011, -0.0003, 0.0009, 0.0000, 0.0000, -0.0005, -0.0006, 0.0016, -0.0009, -0.0003, -0.0012, -0.0003, -0.0027, 0.0000, 0.0000, 0.0000, 0.0000, 0.0000, 0.0000, 0.0005, 0.0001, 0.0007, 0.0000, -0.0001, -0.0001, 0.0014, -0.0001, 0.0007, -0.0001, 0.0018, -0.0004, 0.0000, 0.0000, 0.0000, 0.0003, -0.0001, -0.0071, 0.0003, -0.0013, -0.0001, 0.0011, 0.0006, 0.0000, 0.0002, 0.0005, -0.0008, -0.0001, 0.0000, 0.0002, 0.0000, 0.0000, -0.0100, -0.0259, 0.3124, 0.6940, 0.0219, -0.0001, -0.0001, 0.0000, 0.0000, 0.0000]
}